1.
Formula: C44H55IN2O11P2RuSi
Source: the OMol25 dataset
Level of theory: wB97M-V/def2-TZVPD

Last column: Mulliken charge in e.
CARTESIAN COORDINATES (ANGSTROEM)
Ru  -4.39653  -0.86616  -0.72114  0.019
O  0.80876  2.88215  2.69471  -0.576
C  -0.43597  2.95153  2.78662  0.089
O  -1.17574  3.78240  3.44415  -0.792
C  -1.29945  1.94525  2.03613  0.765
C  -0.76504  0.77657  1.37063  -0.943
C  -1.68102  -0.01500  0.68669  -0.587
N  -2.89718  0.32428  0.23403  0.700
C  -3.42810  1.46116  0.87691  0.300
C  -2.66962  2.24876  1.76501  -1.069
C  -4.88263  1.76319  0.62224  0.205
O  -5.52327  2.66975  1.10148  -0.667
O  -5.34692  1.03470  -0.40575  -0.499
H  0.26557  0.60576  1.48752  0.892
H  -1.46433  -1.06139  0.42780  0.373
H  -3.24941  3.00001  2.24739  0.614
C  2.91748  1.74522  7.71829  -0.548
C  2.32259  2.10228  6.36396  0.753
C  0.93354  2.68217  6.46843  -1.338
O  2.14154  0.90260  5.55724  -0.197
P  3.16960  0.19132  4.60120  0.433
O  2.62888  -1.15591  4.20375  -0.837
C  3.66371  1.30322  3.23143  -0.677
P  3.85923  0.58811  1.55741  0.007
O  2.59794  0.21432  0.86339  -0.470
O  4.84576  -0.66594  1.86681  0.179
C  5.51093  -1.40907  0.79180  0.453
C  5.14041  -2.84462  0.97132  -1.303
C  6.99766  -1.12447  0.94394  -1.456
O  4.85950  1.65042  1.00580  -0.263
C  4.55703  2.69507  -0.01593  0.590
C  5.51924  2.39097  -1.17081  -1.121
C  3.04841  2.79424  -0.30035  -1.221
O  4.53161  -0.06710  5.44400  -0.239
C  4.92121  -1.43824  5.86650  0.391
C  5.65876  -1.28308  7.19627  -1.216
C  5.65177  -2.02954  4.66392  -0.898
H  3.39142  2.63539  8.14877  0.343
H  3.65967  0.91505  7.64467  -0.293
H  2.05539  1.31758  8.30310  0.315
H  3.12695  2.65141  5.77774  0.281
H  0.52139  3.03013  5.51583  0.235
H  0.82189  3.51439  7.19604  0.362
H  0.25103  1.89699  6.83197  0.310
H  4.56104  1.83350  3.55747  0.810
H  2.83241  2.02627  3.15977  0.323
H  5.17154  -0.94322  -0.11142  0.461
H  4.03687  -2.85533  1.27698  0.306
H  5.79197  -3.28308  1.78879  0.282
H  5.22590  -3.49406  0.07930  0.342
H  7.47100  -1.78707  1.70877  0.312
H  7.17363  -0.08214  1.16367  0.339
H  7.48013  -1.39202  -0.03909  0.346
H  4.86150  3.59134  0.55174  0.260
H  5.39175  1.32243  -1.55496  0.188
H  6.60539  2.43381  -0.84077  0.288
H  5.37226  2.97572  -2.13280  0.360
H  2.73382  1.96772  -0.88467  0.205
H  3.01950  3.75828  -0.94564  0.426
H  2.50295  2.92606  0.62360  0.356
H  4.03160  -2.02893  6.11171  0.294
H  6.66034  -0.74964  7.09316  0.239
H  5.87008  -2.25206  7.57911  0.423
H  4.88352  -0.65608  7.82345  0.145
H  6.46518  -1.31246  4.43635  0.232
H  4.89353  -2.01751  3.88568  0.038
H  6.04050  -3.00653  4.82466  0.480
C  -3.31506  -2.52194  -0.81359  -1.196
H  -2.29965  -2.28498  -1.30019  0.148
H  -3.76908  -3.22083  -1.63297  0.215
H  -3.21469  -3.23140  0.05181  0.471
I  -5.68101  -1.77862  1.42217  -0.091
C  -6.82912  -2.12569  -0.37876  0.488
C  -8.06067  -2.80776  -0.49450  -0.515
C  -8.79623  -2.56310  -1.70201  -0.142
C  -8.30936  -1.62855  -2.65003  -0.901
C  -6.99709  -1.24321  -2.51894  -0.461
N  -6.26047  -1.42396  -1.37722  0.015
H  -8.50798  -3.30298  0.35260  0.379
H  -9.70370  -3.15212  -1.89407  0.372
H  -8.81377  -1.38311  -3.54445  0.422
H  -6.49219  -0.73582  -3.27112  0.573
O  -3.52454  -0.30102  -2.46488  2.994
Si  -2.73487  -0.16359  -3.83438  -2.362
C  -3.39525  -1.22147  -5.23426  0.389
C  -3.85398  -2.48933  -4.86074  0.377
C  -4.27769  -3.42823  -5.80640  -0.547
C  -4.26581  -3.05651  -7.12970  -0.592
C  -4.16139  -1.69294  -7.49277  -0.533
C  -3.66014  -0.78977  -6.53760  -0.595
C  -2.91062  1.61763  -4.44659  0.707
C  -2.17188  2.15433  -5.53224  -0.345
C  -2.59610  3.33550  -6.18549  -0.589
C  -3.46055  4.18353  -5.50576  -0.636
C  -4.30205  3.58399  -4.55750  -0.440
C  -3.99704  2.34683  -3.98341  -0.624
C  -1.10473  -0.97638  -3.65848  0.448
C  -0.25676  -0.46549  -2.64446  -0.067
C  0.99583  -1.04751  -2.28585  -0.657
C  1.38678  -2.22205  -2.96883  -0.761
C  0.52406  -2.79422  -3.87792  -0.909
C  -0.74286  -2.19476  -4.18491  -0.162
H  -4.13634  -2.72801  -3.83714  -0.172
H  -4.59961  -4.38913  -5.38901  0.391
H  -4.32934  -3.85344  -7.93134  0.274
H  -4.24156  -1.37700  -8.52186  0.363
H  -3.51701  0.25456  -6.83377  0.303
H  -1.23116  1.67827  -5.89492  0.335
H  -2.10286  3.65534  -7.09549  0.368
H  -3.64583  5.17131  -5.80061  0.443
H  -5.21966  4.06624  -4.24471  0.374
H  -4.51394  2.00114  -3.10920  0.316
H  -0.59134  0.42647  -2.03443  0.281
H  1.58166  -0.60542  -1.43118  0.660
H  2.40050  -2.47184  -2.90089  0.471
H  0.86584  -3.65618  -4.34745  0.450
H  -1.39977  -2.82766  -4.74023  0.419

Atoms 1-2, force components in eV/Å:
Ru 1.6892 2.7820 -2.4640
O -0.4006 -0.2110 -0.1014

Summary:
total charge: -1
2S+1: 6
ΔE to the lowest compared entry with this formula, charge and spin: 61.15 kcal per mole
E_tot: -109162.8127 eV

---

2.
Formula: C44H56BF4N6ORb
Source: the OMol25 dataset
Level of theory: wB97M-V/def2-TZVPD

Last column: Mulliken charge in e.
CARTESIAN COORDINATES (ANGSTROEM)
Rb  -0.39395  0.87472  0.64021  0.915
C  2.16321  3.79658  -1.79266  -1.365
C  1.03378  3.29273  -2.64864  0.667
C  -0.12623  4.03847  -2.83207  -0.513
C  -1.17497  3.54054  -3.59497  -0.805
C  -1.08055  2.28439  -4.17394  -0.443
C  0.06547  1.52279  -3.98857  0.234
C  1.11314  2.03319  -3.23694  -0.148
H  3.12081  3.70465  -2.30873  0.436
H  2.23752  3.20905  -0.87437  0.027
H  2.01712  4.84138  -1.51576  0.377
H  -0.21447  5.01035  -2.35897  0.270
H  -2.07235  4.13470  -3.72659  0.358
H  -1.90236  1.88322  -4.75529  0.396
H  0.13661  0.52849  -4.41266  0.305
H  1.99842  1.42810  -3.08653  0.315
C  4.77483  -3.10560  -0.42591  -1.387
C  3.58052  -3.33930  0.49870  1.136
C  3.48099  -4.82064  0.87820  -1.651
C  3.60322  -2.45706  1.73757  -0.051
C  4.55886  -2.70991  2.71378  -0.017
C  4.53418  -2.08950  3.95376  -1.603
C  3.50217  -1.19236  4.21451  0.135
C  2.54797  -0.88507  3.26340  0.050
C  1.46638  0.13196  3.55120  3.469
C  1.97135  1.42659  4.18250  -1.543
C  0.31843  -0.46320  4.36807  -1.349
C  2.57778  -1.48912  1.96386  -0.806
N  1.64415  -1.14415  1.02892  0.353
C  2.15438  -0.85374  -0.22145  -1.015
C  1.56152  -0.91296  -1.44132  -0.112
N  0.28615  -1.34268  -1.78566  0.489
C  0.12191  -1.69453  -3.06976  0.234
C  -1.20347  -1.73194  -3.65246  1.244
C  -1.36265  -1.73080  -5.02265  -0.459
C  -0.28618  -1.79489  -5.91151  -1.811
C  0.96388  -2.03028  -5.35630  -0.241
C  1.18359  -2.06851  -3.98668  0.309
C  2.47170  -2.73074  -3.50695  2.251
C  2.49716  -4.20454  -3.93039  -1.719
C  3.74518  -2.02962  -3.98391  -1.650
C  -2.45555  -1.73532  -2.79723  0.051
C  -2.46128  -2.90487  -1.81009  -1.487
C  -2.68840  -0.41400  -2.06550  -0.818
H  4.71360  -3.74672  -1.31104  0.311
H  5.71819  -3.32503  0.08476  0.442
H  4.80271  -2.06807  -0.76118  0.246
H  2.67908  -3.09085  -0.06053  0.013
H  4.37003  -5.15930  1.41759  0.309
H  3.37449  -5.43972  -0.01761  0.406
H  2.61519  -4.99295  1.51980  0.386
H  5.33121  -3.44738  2.50801  0.313
H  5.28607  -2.30839  4.70320  0.326
H  3.45743  -0.69923  5.18190  0.262
H  1.08411  0.35093  2.55493  -1.989
H  2.34132  1.25966  5.19827  0.319
H  1.16099  2.15778  4.24561  0.314
H  2.78991  1.85357  3.59824  0.394
H  -0.50885  0.24377  4.46787  0.229
H  0.66500  -0.73452  5.37061  0.312
H  -0.05556  -1.37133  3.89047  0.406
H  3.17534  -0.44440  -0.24352  0.190
H  2.17536  -0.52522  -2.25830  -0.607
H  -2.37618  -1.68111  -5.41550  0.265
H  -0.43662  -1.76627  -6.98379  0.265
H  1.79848  -2.25313  -6.01807  0.245
H  2.48186  -2.71462  -2.41807  -1.193
H  2.51564  -4.30411  -5.01943  0.329
H  1.60735  -4.72073  -3.56564  0.424
H  3.38087  -4.71083  -3.52711  0.411
H  3.81258  -2.03049  -5.07605  0.368
H  4.63582  -2.53153  -3.59454  0.404
H  3.76680  -0.99143  -3.64910  0.229
H  -3.29432  -1.88357  -3.49008  0.490
H  -1.60476  -2.82031  -1.13949  0.069
H  -2.38767  -3.85693  -2.34182  0.406
H  -3.38108  -2.90816  -1.21647  0.422
H  -1.89674  -0.30993  -1.32926  -0.320
H  -3.65614  -0.40860  -1.55538  0.496
H  -2.64218  0.43357  -2.75187  0.039
N  -6.55593  -2.22917  2.29631  -0.611
C  -5.39832  -1.52322  1.96615  0.852
C  -4.19104  -2.17991  1.74423  -0.650
C  -3.07829  -1.43277  1.40523  -0.507
N  -3.08876  -0.10881  1.26278  0.634
C  -4.24674  0.51096  1.47449  -0.677
C  -5.41764  -0.13927  1.81670  -0.593
H  -6.37777  -3.11937  2.73473  0.230
H  -7.22479  -1.68782  2.82178  0.217
H  -4.11171  -3.25579  1.84184  0.314
H  -2.12442  -1.92820  1.24771  0.213
H  -4.23426  1.59249  1.40651  0.267
H  -6.32047  0.43040  1.99874  0.315
F  -1.91684  2.31763  3.41939  0.007
B  -3.07814  2.44242  4.19617  0.390
F  -4.11358  3.07927  3.41735  -0.519
F  -3.52902  1.19714  4.61431  -0.404
F  -2.82970  3.29657  5.28866  -0.416
N  -3.81862  5.89341  3.92936  -0.330
C  -2.60882  6.35615  3.53244  -0.084
O  -2.11550  7.40006  3.93183  -0.691
C  -1.94034  5.51355  2.49028  0.634
C  -0.55881  5.35021  2.51920  -0.908
C  0.02731  4.52799  1.57380  -0.329
N  -0.66257  3.90896  0.61502  -0.016
C  -1.97816  4.08412  0.59119  -0.131
C  -2.66287  4.86843  1.49769  -0.412
H  -4.20870  6.34700  4.73783  0.259
H  -4.02480  4.90686  3.81072  0.261
H  0.02940  5.84129  3.28131  0.447
H  1.09922  4.35808  1.57749  0.424
H  -2.51019  3.57172  -0.20573  0.420
H  -3.73842  4.94867  1.44689  0.437

Atoms 1-2, force components in eV/Å:
Rb 0.0844 -0.2299 -0.3951
C -0.0003 0.0175 0.0307

Summary:
total charge: -2
ΔE to the lowest compared entry with this formula, charge and spin: 0.00 kcal per mole
E_tot: -69737.0735 eV

---

> The lowest E_tot belongs to which entry?

C44H55IN2O11P2RuSi

---

> Which of these has the lowest total charge?

C44H56BF4N6ORb